(1)
Computed, not measured: C29H23BCl2IIrN4O4S2 as an isolated structure, with ωB97M-V/def2-TZVPD.

Values from the calculation:
2S+1 = 2
HOMO (alpha / beta) = -0.142 / -0.160 Eh
net charge = -1

Geometry (Å):
Ir (2.6949, 0.2550, 0.6507)
S (2.5028, -0.2348, 2.8713)
C (0.9797, -1.0986, 2.6069)
C (1.0741, -2.4698, 2.3756)
C (-0.0293, -3.2446, 2.0636)
C (0.1163, -4.6464, 1.8171)
N (0.2355, -5.7753, 1.6260)
C (-1.2807, -2.6041, 1.9731)
C (-1.3916, -1.2521, 2.2062)
C (-0.2815, -0.4326, 2.5437)
S (-0.5509, 1.2430, 2.8196)
C (-2.4610, -3.3549, 1.6387)
N (-3.4061, -3.9547, 1.3760)
H (2.0522, -2.9297, 2.4080)
H (-2.3614, -0.7795, 2.1234)
Cl (4.9745, -2.5980, -5.6849)
C (4.1807, -1.6530, -4.4491)
C (4.0001, -0.2888, -4.6801)
C (3.3530, 0.4413, -3.6878)
Cl (3.0430, 2.1318, -3.9480)
C (2.9277, -0.1461, -2.5184)
O (2.2573, 0.6137, -1.5591)
C (3.1194, -1.5259, -2.2741)
C (2.6966, -2.1773, -1.1035)
O (2.2359, -1.6420, -0.0254)
C (3.7607, -2.2698, -3.3020)
H (4.3387, 0.1854, -5.5874)
H (2.7953, -3.2643, -1.0989)
H (3.9175, -3.3308, -3.1622)
C (-5.3243, 0.0783, 1.1459)
C (-4.8116, 1.1087, 0.1317)
C (-5.8424, 1.2779, -0.9924)
C (-4.6574, 2.4439, 0.8612)
C (-3.4856, 0.6326, -0.4687)
C (-3.4285, -0.5994, -1.1308)
C (-2.2581, -1.1039, -1.6933)
C (-1.1326, -0.3237, -1.5693)
O (0.1613, -0.5820, -1.9862)
B (0.8867, 0.4922, -1.5123)
O (0.0938, 1.4449, -0.8985)
C (-1.1756, 0.8906, -0.9174)
C (-2.3242, 1.3979, -0.3623)
H (-6.2480, 0.4359, 1.6082)
H (-4.5881, -0.0793, 1.9338)
H (-5.5319, -0.8845, 0.6790)
H (-6.7752, 1.6843, -0.5933)
H (-6.0671, 0.3240, -1.4717)
H (-5.4691, 1.9599, -1.7592)
H (-5.6083, 2.7151, 1.3239)
H (-4.3774, 3.2481, 0.1762)
H (-3.9057, 2.3782, 1.6507)
H (-4.3231, -1.2052, -1.1993)
H (-2.2288, -2.0691, -2.1793)
H (-2.2943, 2.3411, 0.1610)
N (2.0900, 3.9491, 2.3130)
C (3.3279, 3.7418, 2.8803)
C (3.8421, 2.6625, 2.2492)
N (2.9374, 2.2109, 1.3040)
C (1.8769, 2.9930, 1.4013)
H (1.3917, 4.6022, 2.6188)
H (3.7187, 4.3663, 3.6620)
H (4.7924, 2.1824, 2.3943)
H (0.9819, 2.9064, 0.8171)
I (5.4134, -1.9241, 0.6288)
C (4.6625, 0.0878, 0.3684)
H (4.9258, 0.3500, -0.6588)
H (5.2612, 0.6678, 1.0650)

Force components x, y, z for each atom (eV/Å):
-0.199 0.311 0.219
0.179 -0.135 0.014
-0.168 -0.097 -0.001
0.007 0.047 0.077
-0.029 -0.038 -0.006
-0.045 0.048 0.021
0.030 -0.033 -0.015
-0.031 -0.003 -0.006
0.014 0.035 -0.002
0.050 -0.117 -0.103
0.070 0.141 -0.036
0.041 0.004 -0.007
-0.072 0.023 -0.034
-0.013 0.002 0.036
0.029 0.001 0.006
-0.010 0.025 0.019
-0.007 -0.067 0.049
0.000 0.048 0.011
-0.020 0.104 0.081
0.016 -0.004 0.010
0.151 -0.165 -0.121
0.146 0.473 -0.491
0.016 -0.119 -0.042
0.108 -0.110 -0.113
-0.107 0.111 0.348
0.004 0.020 -0.055
-0.020 -0.003 -0.002
-0.099 0.013 0.037
0.019 0.006 0.002
0.001 -0.012 -0.034
0.024 -0.004 -0.007
-0.003 0.000 0.000
0.037 0.012 0.002
-0.043 -0.038 -0.028
0.026 -0.007 0.002
-0.029 0.003 0.013
0.025 -0.006 0.007
0.038 0.108 -0.094
-0.501 -0.196 0.064
0.181 0.047 0.090
0.003 -0.028 0.023
0.032 0.099 0.022
-0.005 -0.010 -0.014
0.006 -0.006 0.051
0.029 -0.029 0.004
-0.008 -0.015 0.005
0.007 0.002 -0.009
-0.010 0.015 0.013
-0.013 0.008 -0.020
0.011 -0.008 0.009
-0.003 0.002 0.006
0.002 -0.003 0.010
-0.001 0.000 0.004
0.015 -0.049 0.029
-0.058 0.041 0.078
0.014 0.071 -0.033
0.076 -0.028 -0.238
-0.307 -0.212 0.388
0.271 0.072 -0.244
0.005 0.007 0.006
-0.002 -0.002 0.001
-0.041 -0.025 0.084
-0.143 -0.147 0.012
0.378 0.076 0.130
-0.098 -0.267 -0.220
0.049 -0.002 0.019
-0.028 0.009 -0.028

Here are the natural (NBO) charges for atoms 1 to 8, given in e: atom 1 (Ir): 0.83, atom 2 (S): -0.06, atom 3 (C): -0.26, atom 4 (C): -0.10, atom 5 (C): -0.22, atom 6 (C): 0.30, atom 7 (N): -0.36, atom 8 (C): -0.15


(2)
Computed, not measured: C30H25N5O10 as an isolated structure in a non-equilibrium geometry, with ωB97M-V/def2-TZVPD.

Values from the calculation:
HOMO = -0.263 Eh

Geometry (Å):
C (-0.7986, 2.1240, -2.9037)
C (-0.8702, 1.1150, -1.8774)
C (-1.8284, 0.1057, -2.0417)
C (-2.6149, -0.0071, -3.1863)
C (-2.6080, 1.0672, -4.1025)
C (-1.6566, 2.0606, -3.9714)
N (-3.4884, -1.1805, -3.4849)
O (-4.3536, -1.0818, -4.3578)
O (-3.4440, -2.1536, -2.7054)
H (-0.1112, 2.9282, -2.6863)
H (-0.4357, 1.2851, -0.9033)
H (-1.9172, -0.6691, -1.2946)
H (-3.2901, 1.0851, -4.9397)
H (-1.5251, 2.7887, -4.7582)
C (4.1079, -0.2576, -3.1020)
C (3.4991, -1.0403, -2.1855)
C (2.8339, -0.4957, -1.1244)
C (2.7593, 0.8784, -1.0432)
C (3.4157, 1.7110, -2.0061)
C (4.1123, 1.1390, -3.0208)
N (2.0327, 1.4887, 0.0576)
O (2.0624, 2.7181, 0.2115)
O (1.3923, 0.7326, 0.7834)
H (4.6131, -0.7279, -3.9327)
H (3.6172, -2.1136, -2.2072)
H (2.4112, -1.1336, -0.3623)
H (3.3908, 2.7893, -1.9517)
H (4.6196, 1.7059, -3.7874)
C (-0.4975, 3.3877, 6.9706)
C (0.1564, 2.1512, 7.1522)
C (-0.3740, 0.9287, 6.8267)
C (-1.6482, 0.8963, 6.1758)
C (-2.3677, 2.1350, 6.0328)
C (-1.8301, 3.3165, 6.5599)
N (-2.2245, -0.3826, 5.7344)
O (-1.4211, -1.3906, 5.6229)
O (-3.4525, -0.5160, 5.8038)
H (-0.0346, 4.3043, 7.3053)
H (1.0944, 2.1799, 7.6868)
H (0.2236, 0.0727, 7.1036)
H (-3.3565, 1.9890, 5.6238)
H (-2.4164, 4.1903, 6.3166)
C (-0.1510, -1.6457, 4.1813)
C (-1.2271, -0.8922, 3.6658)
C (-1.1710, -0.6260, 2.2954)
C (-0.1690, -1.1117, 1.4242)
C (0.8681, -1.9226, 1.9842)
C (0.8466, -2.1128, 3.3560)
N (-0.1808, -0.8184, -0.0505)
O (-1.2194, -0.2831, -0.5119)
O (0.7570, -1.2553, -0.6781)
H (-0.1014, -1.9525, 5.2157)
H (-2.0014, -0.5989, 4.3592)
H (-2.1007, -0.2294, 1.9148)
H (1.7471, -2.3139, 1.4937)
H (1.6988, -2.5213, 3.8787)
C (0.4781, -0.7799, -2.3122)
C (-0.5616, -1.6568, -2.5814)
C (-0.7230, -2.2239, -3.8512)
C (0.2419, -1.9200, -4.8548)
C (1.3373, -1.1844, -4.4687)
C (1.4447, -0.5867, -3.2521)
N (0.0984, -2.3852, -6.2782)
O (-0.9777, -2.7238, -6.7027)
O (1.0738, -2.2485, -6.9572)
H (0.5622, -0.4137, -1.2996)
H (-1.1921, -1.8995, -1.7388)
H (-1.5756, -2.8487, -4.0731)
H (2.1453, -1.0319, -5.1689)
H (2.2759, 0.0629, -3.0209)

Force components x, y, z for each atom (eV/Å):
0.028 -1.500 2.525
-2.012 3.933 -3.130
-4.068 3.107 -8.430
-0.216 1.983 -1.413
-0.097 -1.239 -0.010
0.291 0.367 -0.554
-1.977 -0.281 1.480
1.682 0.080 0.668
0.447 1.419 -1.089
0.082 0.201 -0.540
0.404 0.746 -0.847
-4.778 -2.485 -2.290
0.001 -0.188 -0.050
-0.373 0.181 -0.068
2.410 0.512 -1.128
1.829 -1.638 1.299
1.942 0.639 2.226
1.095 0.917 -0.947
-0.942 0.327 1.422
0.193 -1.288 -0.504
-0.197 1.530 0.641
0.075 -1.770 -0.458
0.920 1.204 -0.107
0.139 -0.047 -0.065
-0.158 -0.082 -0.284
1.230 0.522 -0.048
-0.278 0.007 0.366
-0.044 0.184 0.111
-0.959 -1.662 0.505
0.169 1.376 0.589
-1.228 -0.205 -1.043
1.090 2.036 0.365
1.041 -2.785 0.929
0.077 -0.006 -1.978
-0.420 -2.697 6.924
-6.852 3.477 9.107
1.336 0.580 -1.238
-0.041 0.055 -0.152
0.250 -0.138 -0.181
-0.374 -0.369 -0.339
-0.141 0.669 -0.108
0.040 0.342 0.533
1.707 -0.694 -2.003
2.322 -0.043 -4.232
-0.649 -0.597 -0.690
0.014 -2.169 0.675
-0.697 1.238 -0.139
0.277 0.450 -0.443
-3.837 -2.652 9.566
6.271 0.147 12.474
4.215 -9.771 9.866
2.050 -0.320 -1.393
0.358 0.213 -5.836
0.226 0.598 -0.540
-0.261 0.166 -0.671
0.082 -0.560 -0.319
-2.011 2.080 -7.281
0.209 -2.178 -1.584
0.986 0.052 -0.500
-1.692 -1.123 1.066
1.121 0.026 -1.449
-0.340 0.505 -0.958
-0.291 1.308 1.677
-0.775 -0.535 0.386
1.500 -0.168 -0.972
-0.027 6.944 -6.365
0.007 -1.259 -1.109
0.088 -0.102 -0.062
-0.070 0.108 -0.378
-2.405 0.320 -1.473

Here are the natural (NBO) charges for atoms 1 to 8, given in e: atom 1 (C): -0.20, atom 2 (C): -0.18, atom 3 (C): -0.10, atom 4 (C): 0.12, atom 5 (C): -0.22, atom 6 (C): -0.21, atom 7 (N): 0.50, atom 8 (O): -0.35


(3)
Computed, not measured: C33H32KN5O9 as an isolated structure, with ωB97M-V/def2-TZVPD.

Values from the calculation:
HOMO = -0.068 Eh
net charge = -2

Geometry (Å):
K (0.6550, -0.0631, 0.2928)
O (4.5760, 2.0542, -0.9965)
C (3.5739, 1.3182, -0.8614)
O (2.8112, 1.2574, 0.1302)
C (3.1897, 0.5769, -2.1906)
C (2.0111, 1.3531, -2.8138)
C (1.9954, 1.2069, -4.3446)
C (1.4549, -0.2364, -4.5065)
C (1.2962, -0.6516, -3.0374)
O (0.8605, 0.5784, -2.4335)
C (2.6824, -0.8947, -2.3959)
C (2.5704, -2.0253, -1.3334)
O (2.3186, -3.1414, -1.8531)
O (2.6913, -1.7732, -0.1161)
H (4.0718, 0.7128, -2.8157)
H (1.9084, 2.3733, -2.4542)
H (1.3162, 1.9375, -4.7910)
H (2.9870, 1.3514, -4.7747)
H (0.4875, -0.2433, -5.0140)
H (2.1328, -0.8991, -5.0451)
H (0.5671, -1.4326, -2.8416)
H (3.3234, -1.3527, -3.1521)
C (1.1891, 4.6873, -0.9522)
C (0.3892, 4.9123, -2.0572)
C (-0.5943, 3.9898, -2.3731)
C (-0.7482, 2.8628, -1.5676)
N (-0.0017, 2.6673, -0.4824)
C (0.9484, 3.5489, -0.1919)
C (-1.7420, 1.7929, -1.9011)
C (-2.3709, 1.7372, -3.1453)
C (-3.2949, 0.7342, -3.3717)
C (-3.5651, -0.1802, -2.3695)
C (-2.8721, -0.0702, -1.1656)
N (-1.9850, 0.8980, -0.9526)
C (-3.0780, -1.0378, -0.0457)
C (-3.5174, -2.3373, -0.2889)
C (-3.5915, -3.2156, 0.7782)
C (-3.2286, -2.7703, 2.0389)
C (-2.8091, -1.4540, 2.1925)
N (-2.7463, -0.6044, 1.1656)
H (1.9948, 5.3565, -0.6837)
H (0.5353, 5.7879, -2.6791)
H (-1.2277, 4.1513, -3.2329)
H (1.5726, 3.3079, 0.6595)
H (-2.1320, 2.4420, -3.9270)
H (-3.8049, 0.6655, -4.3256)
H (-4.2988, -0.9604, -2.5180)
H (-3.7298, -2.6788, -1.2936)
H (-3.8928, -4.2443, 0.6185)
H (-3.2416, -3.4294, 2.8969)
H (-2.4878, -1.0759, 3.1607)
C (-0.6352, -4.0808, -2.6626)
O (-0.4649, -4.5448, -1.3252)
C (-0.1875, -3.5558, -0.4372)
O (-0.4242, -2.3865, -0.6477)
N (0.2852, -4.0863, 0.7176)
N (0.9092, -3.2825, 1.6908)
H (-0.9214, -4.9551, -3.2451)
H (0.3103, -3.6690, -3.0182)
H (-1.4177, -3.3222, -2.7132)
H (0.6891, -5.0025, 0.6235)
H (1.6164, -2.7077, 1.2174)
H (0.2159, -2.6825, 2.1268)
C (2.1223, 0.3325, 3.4985)
C (0.6424, 0.1324, 3.8082)
O (-0.0204, -0.5348, 3.0232)
C (0.0897, 0.7195, 5.0362)
C (0.8039, 1.7440, 5.6806)
C (0.3587, 2.3851, 6.8158)
C (-0.8736, 1.9791, 7.3618)
C (-1.5955, 0.9690, 6.7941)
C (-1.1620, 0.2460, 5.6131)
O (-1.8732, -0.6764, 5.1498)
H (2.3746, -0.1484, 2.5556)
H (2.7178, -0.1187, 4.2961)
H (2.4114, 1.3795, 3.4220)
H (1.7458, 2.0644, 5.2537)
H (0.9347, 3.1858, 7.2632)
H (-1.2570, 2.4757, 8.2501)
H (-2.5443, 0.6514, 7.2134)

Force components x, y, z for each atom (eV/Å):
-0.376 0.014 0.254
0.051 -0.056 0.062
0.018 0.033 -0.061
0.020 0.046 -0.130
0.032 0.020 -0.027
-0.012 -0.008 -0.007
-0.003 0.001 -0.007
-0.005 -0.010 -0.001
0.004 0.002 0.017
0.105 -0.042 -0.063
0.082 -0.043 -0.053
0.037 -0.025 0.030
-0.030 0.004 0.011
-0.006 0.020 -0.029
0.001 0.012 0.004
-0.007 0.027 0.010
0.000 0.002 -0.003
0.000 0.000 0.004
-0.005 0.004 0.005
-0.001 0.002 -0.003
0.002 0.012 0.016
-0.002 -0.002 -0.002
-0.005 -0.015 0.022
0.020 0.014 0.001
-0.026 -0.021 0.014
0.043 0.018 -0.042
-0.004 0.072 -0.060
0.004 -0.032 0.056
-0.076 0.028 -0.004
0.002 0.003 0.056
-0.007 -0.002 0.000
0.005 -0.021 -0.020
-0.015 0.029 0.007
-0.038 -0.009 0.007
0.072 -0.078 -0.038
0.007 0.015 0.031
0.017 0.006 0.031
0.002 -0.054 -0.012
-0.009 0.116 -0.042
0.014 -0.025 0.065
0.002 -0.004 -0.003
-0.003 -0.002 0.004
-0.020 -0.007 -0.029
0.015 -0.010 -0.013
0.020 0.021 -0.026
0.011 0.003 -0.004
-0.006 -0.004 0.020
0.005 0.024 -0.004
-0.004 0.002 0.001
0.003 0.002 0.001
0.018 -0.017 0.002
0.015 -0.003 0.013
-0.017 -0.001 0.001
0.052 -0.034 -0.006
-0.011 0.049 -0.005
0.004 0.008 0.024
-0.012 0.005 -0.040
0.005 0.002 0.002
-0.004 -0.012 -0.002
-0.007 0.006 -0.006
-0.006 0.014 0.004
-0.006 -0.033 0.001
0.022 0.003 -0.012
0.004 -0.085 0.034
0.052 0.094 0.101
-0.011 -0.078 -0.118
0.070 -0.136 0.118
-0.008 -0.029 0.011
0.011 0.004 -0.006
0.009 -0.017 0.016
0.081 -0.099 0.078
-0.252 0.266 -0.302
0.083 -0.077 0.090
-0.001 -0.011 0.005
0.020 0.041 -0.001
-0.046 0.035 -0.027
0.011 0.004 -0.015
-0.004 -0.001 0.002
-0.006 0.011 -0.009
-0.002 0.010 0.002

Here are the Mulliken charges for atoms 1 to 8, given in e: atom 1 (K): 0.67, atom 2 (O): -0.89, atom 3 (C): -0.51, atom 4 (O): -0.41, atom 5 (C): 0.19, atom 6 (C): 0.14, atom 7 (C): -1.11, atom 8 (C): -1.04


(4)
Computed, not measured: C14H27NO5Pt as an isolated structure, with ωB97M-V/def2-TZVPD.

Values from the calculation:
HOMO (alpha / beta) = -0.585 / -0.585 Eh
net charge = +2

Geometry (Å):
Pt (-0.1910, 0.2544, -0.2489)
C (1.3407, 2.4862, 0.9205)
C (0.5756, 3.0271, -0.2667)
O (-0.6541, 2.2816, -0.4939)
C (-1.8461, 2.6754, 0.2684)
C (-1.9061, 2.2083, 1.7171)
O (-1.7178, 0.8093, 1.7447)
C (-1.2125, 0.1777, 2.9036)
C (-0.7416, -1.2123, 2.4871)
O (0.1891, -1.2732, 1.3662)
C (1.5856, -1.1362, 1.7010)
C (1.9648, 0.3135, 1.8943)
O (1.3732, 1.0387, 0.7880)
H (0.8696, 2.7322, 1.8720)
H (2.3658, 2.8560, 0.9203)
H (1.1435, 2.9081, -1.1864)
H (0.3373, 4.0809, -0.1241)
H (-2.6677, 2.2517, -0.3040)
H (-1.8995, 3.7626, 0.2184)
H (-2.8937, 2.4809, 2.1009)
H (-1.1620, 2.7210, 2.3340)
H (-1.9845, 0.0530, 3.6678)
H (-0.4068, 0.7718, 3.3450)
H (-1.5948, -1.8052, 2.1723)
H (-0.2763, -1.7171, 3.3341)
H (2.1272, -1.5737, 0.8654)
H (1.8074, -1.7063, 2.6033)
H (3.0438, 0.4566, 1.8513)
H (1.5811, 0.7266, 2.8264)
O (-1.5473, -0.1916, -1.6436)
C (-2.3336, -1.1163, -1.9645)
C (-3.0959, -1.0190, -3.2375)
C (-4.5896, -0.8049, -2.8351)
C (-4.8572, -0.2832, -1.4081)
C (-4.7703, -1.3098, -0.2629)
C (-3.3516, -1.7439, 0.0967)
N (-2.6248, -2.1420, -1.1406)
H (-2.9885, -1.9494, -3.7979)
H (-2.7039, -0.2071, -3.8443)
H (-5.1370, -1.7385, -2.9742)
H (-5.0133, -0.0965, -3.5443)
H (-5.8691, 0.1199, -1.4029)
H (-4.2035, 0.5710, -1.1898)
H (-5.3617, -2.1932, -0.5220)
H (-5.2373, -0.8873, 0.6297)
H (-3.3503, -2.5911, 0.7793)
H (-2.8093, -0.9188, 0.5497)
H (-3.1225, -2.8828, -1.6213)

Force components x, y, z for each atom (eV/Å):
0.142 -0.218 0.432
-0.088 -0.100 0.062
-0.069 -0.035 -0.046
0.023 0.152 -0.014
0.055 0.018 -0.126
0.203 0.093 0.045
-0.452 -0.035 0.009
0.240 0.044 -0.113
-0.067 -0.093 0.026
-0.112 0.126 -0.176
0.081 -0.103 -0.010
-0.118 0.029 -0.013
0.124 0.168 -0.149
0.017 -0.009 0.024
0.018 0.023 -0.028
0.009 0.003 -0.028
-0.005 0.011 0.001
0.004 -0.028 -0.028
-0.071 0.012 0.007
0.001 0.044 0.018
-0.002 -0.053 0.055
-0.024 -0.019 0.017
-0.024 0.051 0.006
0.021 -0.015 -0.058
0.029 0.002 0.011
0.007 -0.016 -0.034
0.009 -0.040 -0.002
0.039 -0.064 0.024
0.013 0.024 0.012
-0.186 0.273 0.002
0.175 -0.396 -0.035
0.053 0.072 0.014
0.000 -0.045 0.018
0.029 0.000 0.044
-0.018 -0.063 -0.082
-0.022 0.001 -0.059
-0.067 0.092 0.225
0.038 0.006 -0.031
-0.006 0.013 0.019
0.000 -0.001 0.017
0.004 -0.004 -0.024
-0.019 0.002 -0.006
-0.003 0.009 -0.014
-0.011 0.025 -0.036
0.027 -0.027 0.016
0.018 0.001 0.028
0.051 0.031 0.028
-0.063 0.040 -0.042

Here are the natural (NBO) charges for atoms 1 to 8, given in e: atom 1 (Pt): 1.17, atom 2 (C): -0.10, atom 3 (C): -0.11, atom 4 (O): -0.52, atom 5 (C): -0.09, atom 6 (C): -0.10, atom 7 (O): -0.58, atom 8 (C): -0.09


Quick rundown of ΔE to the lowest compared entry with this formula, charge and spin, same order as above: 20.6, 605.4, 5.0, 0.0 kcal per mole